Record 1
A structure of composition C13H24BNaO11 at a distorted geometry, computed with wB97M-V/def2-TZVPD.

Geometry (Å):
Na  1.75  1.51  1.76
O  2.02  -8.20  -2.89
C  2.68  -7.11  -3.00
O  3.42  -6.54  -1.97
B  4.06  -5.33  -2.54
O  3.53  -5.13  -3.90
C  2.71  -6.14  -4.22
O  1.97  -6.28  -5.20
O  5.55  -5.47  -2.61
C  6.13  -4.66  -1.67
O  7.35  -4.58  -1.39
C  4.95  -3.73  -1.13
O  3.86  -4.12  -1.74
O  5.02  -2.81  -0.31
C  -1.44  -3.66  5.76
C  -1.42  -2.93  4.48
C  -2.85  -2.89  3.79
O  -0.99  -1.60  4.73
H  -2.10  -3.19  6.49
H  -0.46  -3.79  6.22
H  -1.73  -4.69  5.58
H  -0.70  -3.37  3.78
H  -3.31  -3.85  3.57
H  -2.83  -2.28  2.88
H  -3.62  -2.49  4.45
H  -1.60  -1.23  5.37
C  -4.99  4.98  2.62
C  -3.68  5.67  2.32
C  -2.84  6.20  3.46
O  -2.79  4.86  1.57
H  -5.35  4.44  1.75
H  -5.84  5.53  3.01
H  -4.75  4.32  3.45
H  -3.96  6.54  1.73
H  -3.52  6.95  3.86
H  -1.85  6.61  3.27
H  -2.76  5.40  4.20
H  -3.22  4.69  0.73
C  1.27  2.46  -5.83
C  1.43  2.99  -4.38
C  1.11  4.50  -4.37
O  0.56  2.14  -3.54
H  1.92  2.98  -6.53
H  0.31  2.81  -6.22
H  1.41  1.38  -5.88
H  2.46  2.80  -4.09
H  1.68  5.01  -5.14
H  1.37  4.87  -3.37
H  0.08  4.67  -4.68
H  -0.01  1.75  -4.21

Values from the calculation:
Total energy (eV): -41487.6848
2S+1: 1
Total charge: 0
Frontier orbital gap (eV): 5.236
LUMO level (eV): -3.525
ΔE to the lowest compared entry with this formula, charge and spin (kcal/mol): 120.1


Record 2
The molecule C23H29N5O3S2 at a distorted geometry, computed with wB97M-V/def2-TZVPD.

Geometry (Å):
C  0.19  -4.78  -2.21
H  0.20  -5.16  -3.23
H  -0.82  -4.84  -1.82
H  0.83  -5.42  -1.60
C  0.69  -3.34  -2.13
N  -0.13  -2.38  -2.85
S  -1.73  -2.24  -2.41
O  -2.62  -2.79  -3.40
O  -1.85  -2.69  -1.05
C  -1.89  -0.46  -2.42
C  -1.38  0.20  -1.32
C  -1.41  1.59  -1.26
C  -2.00  2.29  -2.33
C  -2.53  1.61  -3.41
C  -2.47  0.22  -3.47
H  -2.89  -0.33  -4.29
H  -2.98  2.16  -4.22
H  -2.04  3.36  -2.28
C  -0.92  2.37  -0.15
N  -1.29  3.61  0.06
N  -0.68  4.07  1.15
C  0.08  3.11  1.62
N  -0.02  2.00  0.83
C  0.69  0.77  1.07
H  0.86  0.27  0.12
H  1.66  1.04  1.50
C  -0.07  -0.13  2.05
C  0.66  -1.44  2.21
C  1.80  -1.51  3.01
C  2.49  -2.69  3.15
C  2.05  -3.83  2.49
C  0.91  -3.78  1.70
C  0.22  -2.58  1.56
H  -0.67  -2.56  0.94
H  0.56  -4.66  1.19
H  2.59  -4.76  2.60
H  3.37  -2.73  3.77
H  2.13  -0.62  3.53
H  -0.14  0.38  3.01
H  -1.08  -0.31  1.68
S  1.09  3.18  3.02
C  1.04  4.99  3.37
C  2.32  5.37  4.09
H  2.34  4.91  5.08
H  3.20  5.06  3.53
H  2.35  6.45  4.22
H  0.96  5.47  2.40
C  -0.19  5.28  4.23
O  -0.14  5.37  5.44
N  -1.31  5.44  3.51
H  -2.18  5.58  4.01
H  -1.33  5.21  2.52
H  -1.00  -0.41  -0.52
C  0.16  -2.08  -4.23
C  -0.15  -3.19  -5.23
H  -1.17  -3.54  -5.08
H  0.54  -4.02  -5.12
H  -0.05  -2.81  -6.25
H  1.21  -1.79  -4.30
H  -0.44  -1.20  -4.48
H  0.69  -3.03  -1.08
H  1.70  -3.26  -2.52

Values from the calculation:
Total energy (eV): -59585.8699
2S+1: 1
Total charge: 0
Frontier orbital gap (eV): 8.778
SMILES string: CCN(CC)S(=O)(=O)c1cccc(-c2nnc(S[C@H](C)C(N)=O)n2CCc2ccccc2)c1
LUMO level (eV): 0.202
ΔE to the lowest compared entry with this formula, charge and spin (kcal/mol): 0.0


Record 3
The molecule C17H25ClO3 at a distorted geometry, computed with wB97M-V/def2-TZVPD.

Geometry (Å):
Cl  -6.50  -0.02  -2.77
C  -0.92  1.78  -0.50
C  -2.22  1.33  -0.05
C  0.15  2.13  -0.91
C  -3.19  0.81  0.40
O  -5.10  1.56  1.09
O  -6.64  -0.35  -0.02
O  3.61  2.41  -1.41
C  0.75  -2.03  -0.98
C  -5.17  0.56  -1.87
C  1.25  2.57  -1.75
C  -4.49  0.40  0.74
C  0.32  -2.33  0.42
C  1.51  -2.94  1.25
C  2.88  -2.31  1.01
C  2.89  -0.77  1.35
C  4.21  -0.07  1.26
C  4.08  1.34  0.83
C  -5.20  -0.24  -0.47
C  2.42  2.74  -0.86
C  3.24  1.43  -0.53
H  -4.47  1.99  1.70
H  -6.93  0.61  0.18
H  -0.18  -1.68  -1.57
H  1.47  -1.30  -1.14
H  1.19  -2.86  -1.44
H  -4.31  0.39  -2.47
H  -5.40  1.70  -1.68
H  1.50  1.95  -2.65
H  1.00  3.62  -2.12
H  -4.39  -0.25  1.61
H  -0.11  -1.38  0.90
H  -0.39  -3.16  0.57
H  1.63  -4.06  1.02
H  1.21  -2.79  2.40
H  3.22  -2.44  0.06
H  3.51  -2.81  1.71
H  2.54  -0.69  2.43
H  2.24  -0.20  0.73
H  4.91  -0.68  0.56
H  4.71  -0.20  2.25
H  5.11  1.76  0.67
H  3.65  1.83  1.67
H  -4.86  -1.19  -0.54
H  2.09  3.30  0.07
H  3.19  0.54  -1.16

Values from the calculation:
Total energy (eV): -36691.3229
2S+1: 1
Total charge: 0
Frontier orbital gap (eV): 9.977
SMILES string: CCCCCCC[C@@H]1O[C@H]1CC#CC#C[C@@H](O)[C@@H](O)CCl
LUMO level (eV): 0.465


Record 4
A structure of composition C5H13NO3 at a distorted geometry, computed with wB97M-V/def2-TZVPD.

Geometry (Å):
C  -0.72  1.40  -0.91
C  1.54  -1.04  0.30
C  -0.62  0.25  0.10
C  0.25  -0.92  -0.45
C  -2.00  -0.23  0.52
N  2.40  -0.07  0.11
O  0.60  1.83  -1.22
O  -1.43  1.09  -2.08
O  0.67  -1.66  2.49
H  0.54  2.53  -1.89
H  -1.09  0.26  -2.43
H  1.28  -1.68  3.24
H  -1.28  2.23  -0.46
H  1.38  -1.65  1.50
H  -0.12  0.65  0.98
H  3.27  -0.07  0.62
H  2.18  0.75  -0.46
H  -0.29  -1.85  -0.35
H  0.48  -0.77  -1.52
H  -1.89  -0.99  1.29
H  -2.59  0.59  0.93
H  -2.54  -0.66  -0.32

Values from the calculation:
Total energy (eV): -13026.4356
2S+1: 1
Total charge: 0
Frontier orbital gap (eV): 8.801
LUMO level (eV): 0.514
ΔE to the lowest compared entry with this formula, charge and spin (kcal/mol): 64.5